C5H10O2 in the gas phase. Source: OMol25; level of theory: wB97M-V/def2-TZVPD.

```
17
Properties=species:S:1:pos:R:3:forces:R:3:lowdin_charge:R:1
C -2.43018 -0.64784 -0.30078 -0.1034 -0.0342 0.0313 -0.0947
C -1.32425 0.37090 -0.55630 -0.2505 0.2275 0.0440 -0.2062
C -0.07534 0.02344 0.20181 -0.6391 0.5992 0.1952 -0.4021
O 0.61136 -1.04513 -0.40687 0.5735 1.6167 -1.2922 -0.0253
C 1.17875 0.61327 -0.23069 -0.2695 -1.1248 -0.6117 0.0175
C 2.40190 0.43844 0.60159 -0.3184 0.3850 -0.1652 -0.3013
O 2.28738 -0.78001 1.24041 -0.4644 -0.5704 -0.3723 -0.1250
H -3.33561 -0.38787 -0.85618 0.1028 -0.0622 0.0706 0.0722
H -2.11463 -1.65020 -0.60948 -0.0370 0.1721 0.0353 0.0793
H -2.68744 -0.68717 0.76411 0.0273 0.0050 -0.1560 0.0777
H -1.09225 0.41599 -1.63029 0.0250 0.0048 0.2654 0.1226
H -1.63179 1.37263 -0.24210 -0.1528 0.0041 -0.0449 0.1187
H -0.20291 -0.06814 1.27958 -0.0996 -0.1951 0.0833 0.1644
H 1.52989 -1.26480 0.56037 1.9143 0.7676 1.5472 0.0833
H 2.34075 1.35873 1.22977 0.2542 -0.4802 0.4346 0.1376
H 1.22079 1.35638 -1.04338 -0.2267 -0.9955 -0.1961 0.1555
H 3.32359 0.58137 -0.00158 -0.3356 -0.3197 0.1315 0.1257
```
Positions in Å, forces in eV/Å.

Results
* SMILES: CC[C@H]1O[C@@H]1CO
* DFT total energy: -346.89053 Ha
* LUMO energy: 0.5728 eV
* orbital gap: 10.187 eV
* maximum force: 2.58 eV Å⁻¹